187
Properties=species:S:1:pos:R:3:forces:R:3 method="wB97M-V/def2-TZVPD" homo_energy_ev=-8.1 gap_ev=8.18 e_lumo_ev=0.067 charge=0 total_energy_ha=-3141.30010 mol_weight_da=995.56 de_lowest_kcal_mol=45.0
C -0.5646 7.8137 -6.8942 -0.2977 -1.3120 -1.3472
C -0.5698 6.8448 -5.7187 -0.6649 -0.8272 -0.2227
C 0.7928 6.9562 -5.1672 0.6741 1.6987 0.7508
O 0.9943 8.3844 -5.2764 0.8364 -0.0178 0.8668
C 0.5512 8.8235 -6.5652 -0.7307 -0.7100 1.3119
H -1.5926 8.1225 -7.0839 0.2178 0.8785 0.2088
H -0.3585 7.2294 -7.7910 0.4475 0.1183 -0.2263
H -0.7544 5.7938 -5.9413 -0.5070 0.0699 -0.4089
H -1.3221 7.2066 -5.0178 0.2170 -0.2631 0.3760
H 1.6074 6.4438 -5.6789 -0.2059 -0.2790 -0.5171
H 0.8623 6.6554 -4.1218 0.0184 0.3122 0.1006
H 1.4312 8.7940 -7.2077 -0.3621 0.1932 -0.5329
H 0.1401 9.8196 -6.4008 0.3539 0.1246 -0.3576
C -2.9732 -5.3863 -5.6081 0.6145 -0.1148 -0.3617
C -2.4121 -4.5132 -4.5164 -0.5449 1.0244 0.4435
C -3.6596 -4.3211 -3.6165 0.9567 -0.6024 0.2557
O -4.5515 -5.3966 -3.8582 0.1126 -1.3129 -1.6967
C -3.9445 -6.2622 -4.8758 -0.2163 -0.1591 0.2352
H -2.1411 -5.9179 -6.0698 -0.3217 -0.2463 -0.3277
H -3.5424 -4.8385 -6.3592 0.2993 0.2918 -0.0568
H -2.0547 -3.5456 -4.8687 -0.0291 0.0229 -0.1262
H -1.5656 -4.9549 -3.9906 -0.1955 -0.3492 0.0415
H -4.1345 -3.3736 -3.8712 -0.1560 0.0363 0.4533
H -3.3897 -4.4732 -2.5715 0.0146 0.9735 0.1983
H -4.6518 -6.7026 -5.5785 -0.6271 0.3735 0.3195
H -3.4400 -7.1305 -4.4517 0.1035 0.0800 0.6392
C -4.7443 -2.0935 8.0267 0.6197 -2.5773 -0.6832
C -5.7074 -1.0166 8.0400 -1.2155 2.7185 1.0879
C -4.8167 0.1431 8.6558 -0.3211 -1.0569 0.3083
O -3.4449 -0.3254 8.5395 -0.7174 1.0292 -0.3420
C -3.4803 -1.4323 7.6589 1.6609 -0.3402 0.2688
H -4.9613 -2.9574 7.3985 -0.2146 0.0345 -0.1305
H -4.6385 -2.4633 9.0466 0.0839 -0.1438 0.0653
H -6.5087 -1.2764 8.7318 -0.2856 0.3468 -0.1526
H -6.1439 -0.6436 7.1135 0.1673 -0.5433 -0.2714
H -5.0625 0.2251 9.7145 0.2722 0.1409 0.1161
H -4.9888 1.1200 8.2042 0.2692 -0.0745 -0.2851
H -2.6057 -2.0513 7.8587 0.0935 -0.0015 0.2365
H -3.3809 -1.1822 6.6027 -0.4000 0.4600 -0.2378
C -4.3993 6.7671 4.2191 -0.2877 -1.2657 0.3558
C -4.7250 5.4273 3.5040 -0.9793 0.1150 0.5452
C -6.0886 5.8100 2.8562 1.4316 -0.9861 -0.5115
O -5.8536 7.1148 2.4146 -1.0515 0.6146 -0.4289
C -4.8273 7.7378 3.1525 0.3234 0.3952 -0.0982
H -3.3781 6.8274 4.5954 0.0747 0.2105 -0.4019
H -5.0379 6.8421 5.0993 -0.1527 0.0735 0.0453
H -4.8398 4.5747 4.1732 0.1759 0.0494 0.1110
H -3.9669 5.1865 2.7587 -0.1206 0.0552 -0.1402
H -6.9448 5.6951 3.5209 0.0219 0.3009 0.4226
H -6.3202 5.2275 1.9645 0.0594 -0.2156 0.0113
H -5.2329 8.6753 3.5329 0.3461 0.1617 0.0343
H -4.0060 7.8913 2.4525 0.1675 0.4735 0.0451
C 2.9977 6.6656 3.3982 0.8072 0.6242 -0.2154
C 3.7611 5.3375 3.1417 -1.1927 -0.0844 0.2480
C 2.5789 4.3647 3.1096 -0.4547 1.6678 -0.3404
O 1.5331 5.1533 2.4784 -0.7256 -1.1035 -0.7260
C 1.7215 6.5640 2.5819 0.5104 -1.1729 0.8269
H 3.5011 7.5678 3.0505 0.5112 -0.0762 0.3201
H 2.7742 6.7827 4.4585 0.0266 -0.0647 0.0192
H 4.4274 5.0117 3.9405 0.3619 0.4523 -0.1962
H 4.2148 5.3197 2.1507 0.3320 0.1369 0.1800
H 2.2258 4.1212 4.1117 0.1616 -0.2486 0.1438
H 2.7880 3.4608 2.5374 -0.3061 0.0765 -0.0844
H 0.8790 7.0136 3.1073 -0.1410 -0.0326 -0.0105
H 1.7976 7.0328 1.6008 0.0879 -0.2083 -0.1737
C -5.5848 -1.4046 0.5184 0.7467 -0.2212 0.0099
C -5.8929 -1.0730 1.9827 0.5000 -0.8604 -0.5204
C -6.1421 0.3919 1.8854 -0.1629 0.2972 -0.5738
O -6.8998 0.5344 0.6707 -0.1337 0.3202 -0.0467
C -6.4950 -0.4805 -0.3123 -0.3207 -0.0741 2.3903
H -5.6430 -2.4792 0.3455 -0.3164 0.0751 -0.3670
H -4.5422 -1.1344 0.3511 0.1245 0.0484 -0.1782
H -5.0517 -1.3516 2.6173 -0.0073 0.0930 0.1086
H -6.7631 -1.6461 2.3026 -0.1912 0.2736 0.1738
H -5.2322 0.9753 1.7447 0.4109 -0.1110 0.2760
H -6.6458 0.7731 2.7737 -0.5016 0.2671 -0.3983
H -5.9730 -0.0132 -1.1473 -0.3184 -0.0982 -0.0942
H -7.4429 -0.9744 -0.5259 0.2327 0.0028 -0.7824
C 4.5833 -3.0862 -7.6591 0.1654 0.3304 -1.3840
C 3.6932 -2.1227 -6.9345 -0.6658 -0.7136 1.0247
C 4.6785 -1.3664 -6.0528 0.3714 0.5251 -0.8606
O 5.9719 -1.4499 -6.7529 -0.5020 -0.1631 1.0055
C 5.7542 -2.1813 -7.9454 0.3259 -0.1367 -0.1962
H 4.1686 -3.3989 -8.6174 -0.1848 -0.3836 0.1292
H 4.8595 -3.9473 -7.0506 0.0533 0.0465 -0.0217
H 3.0019 -2.7141 -6.3340 -0.3583 0.3820 0.1156
H 3.1285 -1.4740 -7.6041 0.1365 -0.0137 -0.0186
H 4.7331 -1.7719 -5.0425 0.3646 -0.1246 -0.0777
H 4.3874 -0.3181 -5.9857 0.1897 0.0900 0.1387
H 6.6179 -2.7465 -8.2954 0.4133 0.1817 0.5098
H 5.5318 -1.4605 -8.7322 -0.3073 -0.0193 -0.3391
C -2.8516 -6.6876 2.2539 -0.3688 0.9775 0.3962
C -1.7594 -5.6286 2.3050 0.6485 0.3684 -0.8382
C -1.3995 -5.5561 3.7704 -0.5188 -0.3523 0.3739
O -2.6634 -5.7421 4.4466 0.3887 -0.4202 -0.0547
C -3.6447 -6.2561 3.5103 1.0112 -0.1111 0.0484
H -2.4391 -7.6929 2.3388 -0.0504 -0.0045 0.2205
H -3.4619 -6.6465 1.3518 0.0370 0.0508 0.0010
H -2.1404 -4.6629 1.9726 -0.3292 0.0928 0.1104
H -0.9170 -5.8002 1.6348 0.1768 -0.3369 0.1722
H -0.9344 -4.6311 4.1113 -0.2770 0.2296 -0.1682
H -0.7105 -6.3453 4.0713 0.0297 -0.3273 -0.0758
H -4.2810 -5.3821 3.3714 -0.5624 -0.4583 -0.5722
H -4.1609 -7.1260 3.9161 -0.1866 0.3254 0.3794
C -3.1746 2.4066 -9.2573 1.1756 0.3862 -2.2494
C -4.0799 1.9187 -8.2488 -1.6800 0.3207 1.5584
C -3.2923 0.8927 -7.5114 -0.4252 -0.9091 0.3926
O -1.9394 1.2689 -7.5820 0.2447 -0.2639 0.1103
C -1.7703 2.1070 -8.7094 -0.4191 1.1319 -0.0800
H -3.3145 3.4517 -9.5334 0.0538 -0.0229 0.0209
H -3.3662 1.8044 -10.1455 0.3798 0.1320 -0.3761
H -4.9997 1.4935 -8.6505 -0.1289 0.2407 0.1576
H -4.2877 2.7274 -7.5482 -0.4628 -0.0106 0.1040
H -3.3959 -0.0971 -7.9560 -0.1964 -0.2635 0.0397
H -3.6942 0.9017 -6.4983 0.6457 -0.4864 0.3140
H -1.2019 1.7090 -9.5499 0.5399 -0.4156 0.4718
H -1.3063 3.0033 -8.2979 0.2807 0.1617 -0.4473
C 3.7653 -6.5851 -0.5974 0.1179 -0.6844 0.6293
C 3.1833 -5.6177 -1.6039 -0.6668 1.9209 0.5210
C 3.4985 -6.1646 -2.9740 0.2105 -0.2174 -0.1111
O 3.6847 -7.5476 -2.7654 0.0694 -0.6608 0.6167
C 4.3771 -7.6331 -1.5031 0.5742 -0.5458 -0.6007
H 3.0596 -7.0548 0.0877 -0.4970 0.0962 -0.3456
H 4.4884 -6.1540 0.0950 0.2511 0.2160 -0.3424
H 3.6200 -4.6263 -1.4837 0.1997 0.0692 -0.0313
H 2.1226 -5.4177 -1.4521 -0.1499 -0.4340 -0.0672
H 4.4288 -5.7389 -3.3500 0.2494 0.1761 -0.0845
H 2.7355 -5.9885 -3.7323 -0.1077 -0.2042 0.1286
H 5.4353 -7.4398 -1.6793 0.2472 0.3290 -0.1150
H 4.3664 -8.6506 -1.1121 -0.5054 -0.0389 -0.2013
C 7.4994 0.0282 0.5534 1.0439 0.6618 0.9802
C 8.4485 0.3128 -0.6101 -0.3032 -1.0706 -0.5853
C 7.5763 -0.1896 -1.7494 0.1845 -0.0572 0.9612
O 6.2703 0.2253 -1.3874 -1.4194 0.6407 -0.2533
C 6.1580 0.5230 0.0417 1.6994 -0.7644 -1.1036
H 7.8269 0.5706 1.4403 -0.1491 0.0325 0.1906
H 7.5397 -1.0283 0.8183 -0.2789 -0.0942 -0.2088
H 9.3410 -0.3126 -0.6266 0.2908 0.3762 0.4377
H 8.6732 1.3676 -0.7683 0.0903 -0.0085 0.2844
H 7.5716 -1.2796 -1.7487 0.2349 -0.2473 -0.2102
H 7.9539 0.1620 -2.7095 -0.7155 0.2457 -0.1730
H 5.3220 -0.0063 0.4989 -0.1639 0.2397 -0.2997
H 6.1401 1.6042 0.1786 -0.5442 0.0347 -0.0202
C -0.5698 0.0606 1.9658 0.0611 -0.4246 -0.8402
C -0.0149 -0.0511 0.5192 -0.1480 0.9758 1.5777
N -0.9171 0.5605 -0.4484 -0.0407 -1.3234 0.3870
C -1.0286 2.0020 -0.2968 -0.3008 0.3616 -1.3725
C -2.2209 2.5730 -1.1229 0.5701 0.3794 1.6348
C -0.6544 0.0931 -1.8104 -0.5764 0.1406 -0.1819
C 0.6387 0.5828 -2.4536 0.1754 -0.0120 -0.1849
H 0.0206 -0.5805 2.6204 0.2083 0.3038 0.1733
H -1.5699 -0.3729 1.9630 -0.2104 0.2764 0.0919
H -0.5792 1.0957 2.3073 -0.0718 -0.2359 0.2372
H 0.9333 0.4865 0.5184 0.5765 -0.0590 -0.0793
H 0.2061 -1.1123 0.4044 -0.3115 0.0335 -0.8743
H -1.0466 2.3513 0.7356 -0.4648 -0.5578 0.0566
H -0.1410 2.5016 -0.6848 0.4611 0.1439 -0.1392
H -3.1545 2.0928 -0.8300 0.0442 -0.5164 -0.6137
H -2.3847 3.5818 -0.7440 0.2098 0.3492 -0.3163
H -1.9872 2.6278 -2.1861 -0.3972 -0.2714 0.0728
H -1.5579 0.2678 -2.3946 0.1244 0.6327 -0.2920
H -0.6319 -0.9963 -1.8390 0.1423 -0.1623 0.5341
H 0.8471 1.6463 -2.3368 -0.1408 0.0074 0.2150
H 0.6633 0.4137 -3.5302 -0.1442 -0.2293 -0.0308
H 1.4612 0.0175 -2.0154 0.2111 0.1721 -0.0351
C 2.0336 -0.2145 7.4403 0.8724 -0.0881 -0.1695
C 3.1087 -1.2205 6.9834 0.1172 -0.0948 0.0781
N 3.9977 -0.8644 5.8391 -0.6525 -0.8259 -0.5368
C 4.7566 -2.0458 5.3594 -1.6785 -0.1444 0.8338
C 3.8005 -3.0304 4.6884 0.6915 0.2256 -0.8841
C 4.8649 0.2552 6.0869 -0.8654 0.7880 0.9004
C 5.7634 0.0749 7.2804 1.3061 0.1436 0.2778
H 2.4384 0.7014 7.8709 0.1101 0.2456 -0.4480
H 1.4835 -0.6380 8.2806 -0.1903 -0.3159 -0.2363
H 1.3731 -0.0287 6.5933 -0.1112 0.3117 0.2248
H 3.7153 -1.5382 7.8315 0.2521 0.1431 0.3969
H 2.5277 -2.1197 6.7786 0.2536 -0.0127 -0.6186
H 5.5579 -1.7609 4.6776 -0.1384 0.2277 0.0155
H 5.1875 -2.5848 6.2031 0.5070 0.0031 0.2783
H 4.4159 -3.8248 4.2662 -0.1652 -0.3372 0.0723
H 3.0288 -3.4567 5.3294 0.2176 0.0953 0.0052
H 3.3417 -2.5258 3.8381 -0.2814 -0.0289 0.0387
H 4.2351 1.1174 6.3064 -0.2621 0.1437 0.0162
H 5.3936 0.5854 5.1927 0.2258 -0.5487 -0.1420
H 6.4289 0.9345 7.3594 0.0308 0.1295 0.1295
H 6.4241 -0.7868 7.1856 -0.0057 -0.1468 -0.0965
H 5.2575 -0.0304 8.2402 -0.2510 0.0972 -0.1664